No. 1
DFT (ωB97M-V with the def2-TZVPD basis set) results for a 2-piece molecular cluster, C4H15N2O overall.

Computed properties:
- Charge: +1
- Molecular weight: 107.18 g mol⁻¹
- Energy above the lowest of the compared OMol25 structures with the same formula, charge and spin: 3.275 eV
- HOMO-LUMO gap: 10.63 eV

The geometry in XYZ format:
```
22
Properties=species:S:1:pos:R:3:lowdin_charge:R:1
C -0.222 1.925 0.384 -0.0042
C -0.545 0.460 -0.242 -0.2694
C -0.494 -0.021 -1.675 -0.1679
C -0.848 -1.656 -1.820 -0.2409
N 0.452 -2.080 -2.415 -0.0596
N 0.633 -0.440 0.382 0.2024
H 0.614 2.353 -0.064 0.0551
H -1.160 2.480 0.371 0.0840
H -0.124 1.906 1.493 0.0845
H -1.506 0.137 0.166 0.1398
H -1.417 0.468 -2.202 0.1442
H 0.532 0.274 -2.133 0.1395
H -1.948 -1.675 -2.355 0.1560
H -0.956 -2.318 -0.887 0.1125
H 0.324 -2.100 -3.457 0.1005
H 0.226 -1.334 0.291 0.0899
H 0.689 -3.096 -2.217 0.1008
H 1.419 -0.410 -0.329 0.1822
H 0.902 -0.327 1.342 0.1520
H 0.704 2.208 4.584 0.0286
H 1.384 1.739 5.912 0.1223
O 1.341 1.507 4.870 -0.1524
```

---

No. 2
DFT (ωB97M-V with the def2-TZVPD basis set) results for C31H41ClN5O3RuSe2 as an isolated structure.

Computed properties:
- Charge: +2
- 2S+1: 6
- Molecular weight: 826.14 g mol⁻¹
- HOMO-LUMO gap (alpha / beta): 3.90 / 3.21 eV

The geometry in XYZ format:
```
84
Properties=species:S:1:pos:R:3:lowdin_spin:R:1
Ru 1.387 -0.035 -2.298 2.3433
C 5.296 -0.927 -0.726 0.0810
C 5.411 -2.288 -0.986 0.0580
C 4.389 -2.929 -1.637 0.0470
C 3.168 -2.227 -1.839 0.1073
N 3.121 -0.880 -1.679 0.1507
C 4.129 -0.265 -1.023 0.0345
C 1.910 -2.911 -2.166 0.1556
C 1.756 -4.299 -2.352 0.0376
C 0.482 -4.851 -2.417 0.0956
C -0.612 -3.987 -2.404 0.0893
C -0.395 -2.638 -2.355 0.0525
N 0.831 -2.056 -2.278 0.2888
H 6.132 -0.349 -0.322 0.0044
H 6.311 -2.825 -0.681 0.0016
H 4.465 -4.003 -1.890 0.0014
H 3.988 0.767 -0.746 0.0013
H 2.646 -4.927 -2.470 0.0011
H 0.317 -5.906 -2.530 0.0041
H -1.629 -4.384 -2.521 0.0050
H -1.246 -1.970 -2.260 0.0008
C -1.156 2.385 -3.305 0.0157
Se -0.864 0.473 -2.964 0.0045
C -0.990 -0.231 -4.851 -0.0011
C 0.259 0.002 -5.641 0.0071
Se 1.904 -0.029 -4.502 0.0992
C 2.804 1.478 -5.393 0.0374
H -2.216 2.503 -3.678 0.0015
H -0.417 2.733 -4.032 0.0007
H -0.988 2.890 -2.352 0.0005
H -1.879 0.232 -5.308 -0.0001
H -1.197 -1.320 -4.738 0.0002
H 0.281 0.973 -6.153 0.0004
H 0.452 -0.788 -6.370 0.0023
H 3.184 1.066 -6.323 0.0014
H 3.584 1.864 -4.750 0.0007
H 2.026 2.244 -5.588 0.0036
O 3.378 1.859 -2.723 0.0603
C 2.431 2.556 -2.287 0.0138
O 1.211 2.174 -2.179 0.1420
H 2.652 3.615 -2.018 0.0046
C -4.342 2.922 2.489 0.0001
C -2.987 2.522 1.874 0.0028
C -3.410 1.591 0.710 0.0001
C -2.345 3.784 1.265 0.0008
C -2.034 1.840 2.996 0.0043
O -1.992 2.716 4.126 0.0004
C -2.577 0.447 3.366 0.0247
C -2.411 -0.099 4.800 0.0379
C -1.281 -1.073 4.883 0.2167
C -0.215 -0.746 5.693 0.0378
C 0.855 -1.625 5.792 0.1095
C 0.838 -2.851 5.083 0.2416
Cl 2.331 -3.658 4.795 0.1716
C -0.324 -3.241 4.428 0.0376
C -1.375 -2.338 4.296 0.0929
C -0.524 1.728 2.592 0.0011
N -0.277 0.875 1.433 0.0013
C 0.424 1.143 0.346 0.0025
N 0.844 0.016 -0.238 0.0342
C 0.366 -0.970 0.597 0.0050
N -0.345 -0.547 1.586 0.0042
H -4.993 3.329 1.691 0.0000
H -4.303 3.720 3.279 0.0000
H -4.904 2.085 2.906 0.0001
H -4.007 2.199 0.023 0.0000
H -4.024 0.733 1.044 0.0001
H -2.531 1.208 0.176 0.0000
H -3.134 4.330 0.650 0.0002
H -1.526 3.550 0.582 0.0000
H -1.892 4.417 2.082 0.0000
H -2.877 2.706 4.571 0.0000
H -2.083 -0.219 2.611 0.0007
H -3.657 0.463 3.095 0.0010
H -3.356 -0.595 5.120 0.0138
H -2.212 0.700 5.520 -0.0002
H -0.186 0.206 6.209 -0.0014
H 1.756 -1.382 6.347 0.0020
H -0.352 -4.212 3.938 -0.0009
H -2.295 -2.621 3.752 0.0007
H 0.020 1.334 3.491 0.0005
H -0.142 2.745 2.387 0.0003
H 0.616 2.119 -0.092 -0.0001
H 0.549 -2.040 0.436 0.0006
```

---

No. 3
DFT (ωB97M-V with the def2-TZVPD basis set) results for a 6-piece molecular cluster, C44H96F4N6O8S4 overall.

Computed properties:
- Charge: +2
- Molecular weight: 1041.55 g mol⁻¹
- Energy above the lowest of the compared OMol25 structures with the same formula, charge and spin: 0.624 eV
- HOMO-LUMO gap: 7.49 eV

The geometry in XYZ format:
```
162
Properties=species:S:1:pos:R:3:lowdin_charge:R:1
C -0.351 8.877 -3.234 -0.0810
C -0.070 7.427 -2.809 -0.2421
C -1.194 6.468 -3.248 -0.1941
C -1.202 6.038 -4.680 -0.1031
N -2.059 4.807 -4.978 -0.1855
C -3.552 4.977 -4.684 -0.0879
C -4.126 5.769 -5.844 -0.1421
C -3.226 5.513 -7.055 -0.1207
C -2.130 4.590 -6.501 -0.0862
C -1.544 3.526 -4.328 -0.1336
C -0.060 3.260 -4.332 -0.2095
C 0.333 1.974 -3.620 -0.0893
H 0.595 9.417 -3.204 0.0817
H -1.091 9.345 -2.589 0.0833
H -0.619 8.816 -4.289 0.0708
H 0.192 7.358 -1.752 0.1082
H 0.866 7.078 -3.260 0.1076
H -2.091 7.072 -3.063 0.1156
H -1.320 5.655 -2.529 0.1062
H -0.194 5.770 -4.998 0.1286
H -1.546 6.807 -5.370 0.1353
H -3.954 3.976 -4.536 0.1310
H -3.715 5.541 -3.765 0.1311
H -5.193 5.555 -5.916 0.1286
H -4.111 6.832 -5.599 0.1191
H -3.674 5.119 -7.963 0.1281
H -2.804 6.496 -7.258 0.1127
H -2.280 3.547 -6.772 0.1389
H -1.181 4.884 -6.949 0.1360
H -2.235 2.799 -4.752 0.1131
H -1.851 3.533 -3.277 0.1130
H 0.682 4.029 -4.112 0.1184
H 0.227 3.118 -5.383 0.1203
H 1.415 1.928 -3.492 0.0872
H 0.022 1.087 -4.174 0.0709
H 0.033 1.846 -2.577 0.0514
C 1.252 1.075 4.487 -0.0926
C 1.108 -0.062 5.488 -0.2234
C 0.052 -1.142 5.177 -0.1792
C -0.040 -2.361 6.099 -0.0849
N -1.232 -3.235 5.700 -0.2033
C -2.544 -2.640 6.102 -0.1191
C -3.405 -3.811 6.473 -0.1713
C -2.548 -5.040 6.682 -0.1069
C -1.090 -4.480 6.556 -0.0809
C -1.218 -3.674 4.216 -0.0702
C 0.053 -4.437 3.736 -0.1922
C 0.057 -4.780 2.223 -0.0686
H 0.854 1.015 3.470 0.0290
H 2.321 1.247 4.356 0.0851
H 0.760 2.014 4.758 0.0650
H 1.051 0.283 6.526 0.1129
H 1.973 -0.704 5.699 0.1117
H 0.296 -1.537 4.187 0.0777
H -0.920 -0.650 5.057 0.1058
H -0.329 -2.053 7.104 0.1343
H 0.809 -3.040 6.152 0.0939
H -2.999 -2.082 5.287 0.1207
H -2.426 -2.018 6.988 0.1396
H -4.098 -4.013 5.652 0.1141
H -4.061 -3.524 7.295 0.1235
H -2.691 -5.798 5.916 0.1156
H -2.709 -5.471 7.667 0.1226
H -0.297 -5.093 6.152 0.0891
H -0.759 -4.225 7.563 0.1425
H -1.448 -2.785 3.631 0.1172
H -2.062 -4.354 4.083 0.1323
H 0.267 -5.371 4.251 0.0999
H 0.877 -3.736 3.879 0.0755
H -0.692 -5.559 2.052 0.0806
H 1.012 -5.280 2.079 0.0732
H -0.210 -3.938 1.591 0.0583
C 0.109 4.663 2.031 -0.0793
C -0.040 4.034 0.674 -0.2535
C -0.943 2.818 0.707 -0.2068
C -2.374 2.956 1.055 -0.0773
N -3.115 1.614 1.037 -0.1866
C -2.726 0.749 2.291 -0.0650
C -3.616 1.149 3.481 -0.1452
C -4.578 2.172 2.903 -0.1461
C -4.577 1.802 1.401 -0.0914
C -2.888 0.787 -0.221 -0.1057
C -3.450 1.402 -1.468 -0.2221
C -3.133 0.724 -2.791 -0.0770
H 0.382 3.946 2.809 0.0768
H -0.885 5.070 2.238 0.0731
H 0.838 5.458 2.188 0.0848
H 0.879 3.732 0.166 0.1074
H -0.375 4.783 -0.056 0.0987
H -0.361 2.067 1.257 0.1029
H -0.794 2.356 -0.276 0.0965
H -2.946 3.378 0.221 0.1276
H -2.648 3.511 1.947 0.1304
H -2.919 -0.289 2.016 0.1260
H -1.643 0.746 2.416 0.1157
H -4.087 0.317 4.003 0.1149
H -2.947 1.529 4.257 0.1188
H -5.540 2.099 3.410 0.1273
H -4.247 3.169 3.192 0.1117
H -5.142 0.872 1.359 0.1466
H -5.093 2.552 0.805 0.1340
H -3.425 -0.143 -0.018 0.1396
H -1.826 0.557 -0.133 0.1377
H -2.900 2.349 -1.577 0.0855
H -4.490 1.722 -1.399 0.1219
H -3.775 -0.151 -2.918 0.0899
H -2.068 0.498 -2.830 0.0654
H -3.378 1.308 -3.677 0.0604
C -0.276 -1.942 -4.404 -0.1028
C 0.904 -1.876 -3.466 -0.2452
C 2.135 -2.692 -3.959 -0.1658
C 3.273 -2.539 -2.960 -0.1059
N 4.457 -3.477 -3.182 -0.1890
C 5.661 -2.738 -2.522 -0.0735
C 6.297 -1.846 -3.584 -0.1471
C 5.544 -2.124 -4.850 -0.1564
C 4.946 -3.510 -4.625 -0.0857
C 4.219 -4.817 -2.511 -0.1112
C 3.895 -4.812 -1.040 -0.2007
C 2.435 -5.237 -0.769 -0.0824
H -0.384 -2.978 -4.742 0.0804
H -0.175 -1.457 -5.378 0.0747
H -1.218 -1.627 -3.959 0.0588
H 0.676 -2.317 -2.493 0.0988
H 1.260 -0.869 -3.233 0.0871
H 2.376 -2.428 -4.987 0.1173
H 1.794 -3.720 -3.802 0.1195
H 2.931 -2.770 -1.953 0.1014
H 3.649 -1.523 -3.081 0.1391
H 6.397 -3.456 -2.159 0.1392
H 5.257 -2.276 -1.623 0.1276
H 7.366 -2.045 -3.613 0.1256
H 6.227 -0.788 -3.324 0.1240
H 6.302 -2.194 -5.630 0.1275
H 4.777 -1.419 -5.164 0.1168
H 5.709 -4.264 -4.811 0.1459
H 4.090 -3.724 -5.262 0.1230
H 5.097 -5.448 -2.670 0.1377
H 3.514 -5.258 -3.220 0.1352
H 3.858 -3.813 -0.596 0.0986
H 4.478 -5.462 -0.392 0.1289
H 1.744 -4.563 -1.280 0.0558
H 2.209 -5.221 0.292 0.0614
H 2.308 -6.201 -1.267 0.0860
N 2.283 -4.746 6.358 -0.3013
S 2.392 -6.230 6.667 0.4428
O 3.605 -6.747 7.281 -0.2708
O 1.716 -7.079 5.734 -0.2909
F 1.413 -6.345 7.978 -0.2222
S 3.633 -4.522 5.417 0.5519
O 3.873 -5.433 4.304 -0.2891
O 4.831 -4.032 6.050 -0.2583
F 3.094 -3.236 4.652 -0.2143
N 2.986 -0.669 0.635 -0.2539
S 2.331 0.622 0.165 0.4383
O 1.978 1.476 1.261 -0.2898
O 1.393 0.595 -0.945 -0.3139
F 3.674 1.329 -0.391 -0.1875
S 1.663 -1.567 1.080 0.5228
O 1.226 -2.454 0.034 -0.2967
O 0.564 -0.983 1.850 -0.3081
F 2.373 -2.425 2.149 -0.1306
```

---

No. 4
DFT (ωB97M-V with the def2-TZVPD basis set) results for a 2-piece molecular cluster, C20H24F8N3O7S overall.

Computed properties:
- Charge: +1
- Molecular weight: 602.48 g mol⁻¹
- HOMO-LUMO gap: 5.74 eV

The geometry in XYZ format:
```
63
Properties=species:S:1:pos:R:3:lowdin_charge:R:1
C 3.354 -2.591 -0.484 -0.0726
C 1.836 -2.426 0.110 -0.1623
C 1.061 -1.163 -0.484 0.0136
C -0.309 -1.517 -1.205 0.1108
C -0.910 -3.010 -1.280 -0.3112
O -0.488 -3.801 -2.152 0.1486
O -1.924 -3.437 -0.348 -0.1035
N -3.179 -3.302 -0.930 0.0641
C -3.822 -2.317 -0.280 -0.2702
C -5.064 -1.539 -0.914 -0.0564
C -3.322 -1.866 1.182 -0.0318
C -1.071 -0.306 -1.802 -0.0527
N -2.346 -0.584 -2.485 0.1072
C -0.479 1.160 -1.672 0.0318
C -1.455 2.266 -2.279 -0.0678
C -1.860 3.263 -1.036 -0.1445
O -1.702 2.593 0.260 -0.1303
C -2.991 2.132 0.723 -0.2226
O -3.404 2.307 1.892 0.0790
N 0.809 1.442 -1.038 0.1247
C 1.361 2.830 -0.998 -0.3501
F 1.053 3.500 0.212 0.1330
F 0.936 3.695 -2.028 0.1069
F 2.772 2.853 -1.294 0.0922
C 1.565 0.329 -0.400 -0.0848
S 3.137 0.581 0.561 0.8796
O 3.314 -0.387 1.730 -0.2816
O 3.098 1.898 1.347 -0.3016
C 4.721 0.607 -0.377 -0.3166
F 5.289 1.923 -0.264 0.0695
F 5.655 -0.220 0.342 0.0665
C 4.809 0.184 -1.897 -0.3311
F 5.581 -1.021 -1.990 0.0898
F 3.642 0.064 -2.653 0.1055
F 5.620 1.156 -2.576 0.0956
H 3.364 -2.101 -1.513 0.0717
H 3.561 -3.716 -0.656 0.1082
H 4.155 -2.225 0.237 0.0743
H 1.838 -2.343 1.266 0.1376
H 1.359 -3.436 -0.104 0.1179
H -4.838 -0.433 -1.079 0.0623
H -5.938 -1.606 -0.183 0.0923
H -5.388 -1.981 -1.925 0.0936
H -4.146 -1.211 1.635 0.0933
H -2.323 -1.288 1.123 0.0616
H -3.205 -2.798 1.838 0.1061
H -2.415 -1.555 -2.822 0.1035
H -2.272 -0.035 -3.372 0.1141
H -1.001 2.856 -3.166 0.1467
H -2.461 1.893 -2.650 0.1150
H -2.969 3.554 -1.144 0.1414
H -1.272 4.250 -1.097 0.1421
H -3.703 1.535 0.030 0.1610
C 0.474 -0.286 4.785 -0.0086
C -0.137 0.170 3.488 -0.4790
O -0.881 -0.555 2.846 0.0335
C 0.205 1.555 3.011 -0.0076
H 0.140 -1.303 5.004 0.0874
H 1.563 -0.285 4.703 0.0897
H 0.154 0.369 5.597 0.0935
H 1.282 1.636 2.851 0.0640
H -0.127 2.295 3.743 0.1041
H -0.307 1.747 2.064 0.0534
```

---

What did the first record say?
DFT (ωB97M-V with the def2-TZVPD basis set) results for a 2-piece molecular cluster, C4H15N2O overall.

Computed properties:
- Charge: +1
- Molecular weight: 107.18 g mol⁻¹
- Energy above the lowest of the compared OMol25 structures with the same formula, charge and spin: 3.275 eV
- HOMO-LUMO gap: 10.63 eV

The geometry in XYZ format:
```
22
Properties=species:S:1:pos:R:3:lowdin_charge:R:1
C -0.222 1.925 0.384 -0.0042
C -0.545 0.460 -0.242 -0.2694
C -0.494 -0.021 -1.675 -0.1679
C -0.848 -1.656 -1.820 -0.2409
N 0.452 -2.080 -2.415 -0.0596
N 0.633 -0.440 0.382 0.2024
H 0.614 2.353 -0.064 0.0551
H -1.160 2.480 0.371 0.0840
H -0.124 1.906 1.493 0.0845
H -1.506 0.137 0.166 0.1398
H -1.417 0.468 -2.202 0.1442
H 0.532 0.274 -2.133 0.1395
H -1.948 -1.675 -2.355 0.1560
H -0.956 -2.318 -0.887 0.1125
H 0.324 -2.100 -3.457 0.1005
H 0.226 -1.334 0.291 0.0899
H 0.689 -3.096 -2.217 0.1008
H 1.419 -0.410 -0.329 0.1822
H 0.902 -0.327 1.342 0.1520
H 0.704 2.208 4.584 0.0286
H 1.384 1.739 5.912 0.1223
O 1.341 1.507 4.870 -0.1524
```